96
Properties=species:S:1:pos:R:3:mulliken_charge:R:1 method="wB97M-V/def2-TZVPD" orbital_gap_ev="5.4 / 5.4" s_squared=3.86 multiplicity=4 charge=+3 relative_energy_ev=0.148 lumo_ev="-9.368 / -9.965" homo_energy_ev="-14.80 / -15.39"
Re 0.186 -0.027 0.807 0.468
Br 3.992 6.213 -0.578 -0.072
C 2.758 4.825 -0.349 -0.518
C 3.096 3.529 -0.715 -0.782
C 2.183 2.501 -0.546 0.519
C 0.929 2.769 -0.011 -0.816
C 0.578 4.074 0.330 -0.163
C 1.495 5.099 0.169 -0.694
N -0.058 1.737 0.180 1.020
C -1.336 1.998 -0.541 -1.316
C -2.495 -0.220 -0.655 0.267
C -3.799 -0.617 -0.915 -0.509
C -4.385 -1.584 -0.124 -1.161
C -3.654 -2.136 0.925 -1.354
C -2.383 -1.675 1.155 -0.775
N -1.801 -0.729 0.380 1.283
H 4.064 3.326 -1.152 0.608
H 2.432 1.503 -0.883 0.442
H -0.401 4.292 0.738 0.624
H 1.232 6.111 0.446 0.503
H -1.145 2.832 -1.225 1.476
H -4.331 -0.163 -1.738 0.678
H -5.398 -1.909 -0.319 0.574
H -4.071 -2.900 1.566 0.616
H -1.787 -2.046 1.977 0.875
Se 6.608 -4.203 2.028 0.381
N 5.003 -4.602 1.367 -0.838
C 4.303 -3.497 1.388 0.715
C 2.914 -3.425 0.952 0.678
C 2.197 -4.542 0.514 -0.599
C 0.882 -4.383 0.143 -1.176
C 0.301 -3.125 0.213 -0.089
N 0.960 -2.048 0.656 0.294
C 2.267 -2.195 1.007 -0.448
C 2.946 -1.005 1.488 -0.202
N 2.224 0.141 1.494 0.491
C 2.760 1.223 2.069 -0.525
C 4.056 1.239 2.568 -1.191
C 4.823 0.096 2.496 -0.642
C 4.253 -1.062 1.965 0.522
C 4.958 -2.336 1.901 0.876
N 6.192 -2.494 2.302 -0.828
H 2.687 -5.507 0.476 0.618
H 0.291 -5.215 -0.213 0.561
H -0.721 -2.981 -0.102 0.405
H 2.134 2.098 2.142 0.589
H 4.440 2.149 3.004 0.543
H 5.838 0.069 2.870 0.612
C 1.105 2.254 -5.715 -0.732
C 1.290 2.857 -4.480 -1.250
C 0.974 2.175 -3.315 -0.301
C 0.465 0.877 -3.371 0.800
C 0.283 0.275 -4.623 -0.922
C 0.597 0.965 -5.783 -0.960
P -0.097 -0.048 -1.907 0.818
C -1.729 0.785 -1.472 2.712
C -2.435 2.386 0.393 -1.186
C -3.629 2.831 -0.069 -0.760
C -4.028 2.908 -1.429 -0.906
C -3.459 2.282 -2.566 -0.872
C -2.493 1.326 -2.647 -1.503
C -0.356 -1.717 -2.538 0.803
C 0.808 -2.478 -2.663 -0.097
C 0.758 -3.748 -3.215 -0.881
C -0.459 -4.279 -3.622 -0.734
C -1.621 -3.527 -3.504 -0.979
C -1.568 -2.243 -2.978 -0.311
H 1.359 2.786 -6.622 0.436
H 1.682 3.863 -4.419 0.531
H 1.113 2.682 -2.375 0.520
H -0.095 -0.733 -4.711 0.450
H 0.447 0.490 -6.742 0.490
H -2.230 2.357 1.457 0.710
H -4.344 3.202 0.656 0.524
H -4.912 3.500 -1.626 0.472
H -3.916 2.561 -3.509 0.465
H -2.251 0.933 -3.627 0.367
H 1.768 -2.069 -2.358 0.468
H 1.669 -4.321 -3.335 0.504
H -0.500 -5.271 -4.053 0.459
H -2.563 -3.928 -3.852 0.505
H -2.473 -1.650 -2.957 0.432
C -2.982 -1.404 4.582 -0.857
Si -1.934 0.030 5.079 0.414
C -2.640 1.729 4.945 -1.060
C -0.578 -0.249 6.288 -1.014
Se -0.341 0.167 3.066 -0.324
H -3.681 -1.650 5.389 0.486
H -2.371 -2.289 4.404 0.316
H -3.572 -1.163 3.699 0.175
H -2.935 2.090 5.935 0.427
H -3.519 1.751 4.300 0.333
H -1.892 2.425 4.565 0.354
H -1.009 -0.306 7.294 0.418
H 0.136 0.574 6.285 0.356
H -0.059 -1.188 6.098 0.358

15
Properties=species:S:1:pos:R:3:mulliken_charge:R:1 method="wB97M-V/def2-TZVPD" orbital_gap_ev=10.5 multiplicity=1 relative_energy_ev=1.042 lumo_ev=0.944 homo_energy_ev=-9.59
C -0.933 1.182 -0.964 -1.078
C 0.202 -0.051 0.528 0.586
C -0.857 -0.988 1.063 -1.170
C 0.196 0.094 -0.954 -0.286
C 2.740 -0.894 0.327 0.129
O 3.604 -0.349 0.816 -0.179
O 0.890 0.641 1.250 -0.620
H -0.465 2.156 -1.105 0.352
H -1.679 0.969 -1.723 0.293
H -1.473 1.266 -0.006 0.310
H -0.346 -1.876 1.442 0.331
H -1.389 -0.505 1.885 0.334
H -1.569 -1.294 0.290 0.327
H -0.052 -0.836 -1.487 0.329
H 1.132 0.485 -1.363 0.340

98
Properties=species:S:1:pos:R:3:mulliken_charge:R:1 method="wB97M-V/def2-TZVPD" orbital_gap_ev="5.9 / 5.9" multiplicity=1 charge=+2 relative_energy_ev=0.188 lumo_ev="-7.194 / -7.195" homo_energy_ev="-13.12 / -13.12"
Pd 0.171 0.097 0.313 0.281
C 3.678 -4.131 -1.232 -1.040
N 3.147 -2.773 -1.052 0.783
C 1.896 -2.326 -1.102 -0.338
N 1.850 -1.069 -0.659 -0.012
C 3.158 -0.803 -0.369 -0.631
N 3.960 -1.810 -0.587 -0.828
C 3.936 -4.773 0.112 0.766
C 5.196 -5.248 0.447 -0.767
C 5.428 -5.792 1.707 -0.757
C 4.409 -5.854 2.642 -0.866
C 3.144 -5.386 2.298 0.040
C 2.913 -4.859 1.038 0.048
C 2.042 -5.419 3.250 0.567
N 2.038 -5.584 4.524 -0.500
N 0.706 -5.467 4.925 -0.453
C 0.021 -5.250 3.861 0.303
O 0.800 -5.197 2.749 -0.106
C -1.402 -4.990 3.653 0.031
C -2.320 -4.897 4.691 -0.840
C -3.638 -4.580 4.400 -0.851
C -4.044 -4.333 3.092 -0.740
C -3.129 -4.438 2.059 0.523
C -3.457 -4.134 0.620 -1.242
N -2.840 -2.842 0.228 1.094
C -1.557 -2.499 0.216 -0.376
N -1.443 -1.193 -0.025 0.366
C -2.732 -0.779 -0.187 -0.674
N -3.598 -1.753 -0.029 -1.012
C -1.824 -4.797 2.351 0.021
H 4.603 -4.039 -1.796 0.447
H 2.959 -4.686 -1.834 0.282
H 1.069 -2.910 -1.471 0.580
H 3.533 0.141 -0.022 0.483
H 6.007 -5.185 -0.268 0.418
H 6.413 -6.158 1.960 0.425
H 4.580 -6.263 3.629 0.556
H 1.921 -4.499 0.790 0.455
H -2.000 -5.076 5.703 0.618
H -4.359 -4.518 5.204 0.486
H -5.075 -4.069 2.885 0.515
H -4.521 -4.024 0.434 0.400
H -3.072 -4.913 -0.036 0.314
H -0.744 -3.170 0.424 0.316
H -3.019 0.230 -0.431 0.557
H -1.113 -4.952 1.551 1.005
C -6.864 0.638 6.950 -1.351
C -5.725 0.353 5.975 -0.334
S -4.431 -0.523 6.823 1.272
O -3.808 0.383 7.754 -0.657
O -4.949 -1.792 7.246 -0.665
C -3.199 -0.871 5.575 -0.220
C -2.271 0.302 5.363 -1.783
N -1.315 0.018 4.274 1.470
C -1.438 0.464 3.009 -0.504
N -0.395 0.062 2.270 1.599
C 0.433 -0.660 3.085 -0.962
C -0.130 -0.690 4.322 -0.863
N 0.439 -1.332 5.482 1.324
O 1.524 -1.841 5.303 -0.645
O -0.189 -1.305 6.517 -0.654
C -2.581 1.284 2.549 -1.628
H -7.665 1.160 6.430 0.391
H -6.520 1.264 7.772 0.369
H -7.261 -0.290 7.358 0.373
H -5.288 1.276 5.591 0.293
H -6.048 -0.281 5.149 0.398
H -3.704 -1.181 4.660 0.347
H -2.647 -1.716 5.987 0.308
H -1.721 0.503 6.277 0.378
H -2.814 1.206 5.098 0.589
H 1.353 -1.113 2.759 0.992
H -2.653 2.215 3.113 0.569
H -3.523 0.742 2.657 0.372
H -2.442 1.531 1.504 -0.218
Te 1.747 2.083 0.820 0.802
C 0.459 3.677 0.410 0.297
C 1.027 4.945 0.395 -0.691
C 0.214 6.040 0.135 -0.575
C -1.138 5.860 -0.121 -0.573
C -1.691 4.587 -0.122 -0.662
C -0.892 3.485 0.146 0.344
C 1.794 2.212 2.914 0.504
C 2.903 1.680 3.559 -0.549
C 2.949 1.686 4.948 -0.649
C 1.896 2.227 5.673 -0.748
C 0.803 2.783 5.014 -0.679
C 0.744 2.779 3.627 -0.313
H 2.084 5.092 0.584 0.407
H 0.642 7.033 0.124 0.420
H -1.763 6.717 -0.331 0.412
H -2.743 4.453 -0.340 0.430
H -1.314 2.486 0.128 0.197
H 3.734 1.265 2.998 0.437
H 3.807 1.272 5.460 0.464
H 1.937 2.240 6.754 0.461
H 0.005 3.242 5.585 0.512
H -0.095 3.236 3.113 0.546

47
Properties=species:S:1:pos:R:3:mulliken_charge:R:1 method="wB97M-V/def2-TZVPD" orbital_gap_ev=9.6 multiplicity=1 relative_energy_ev=0.154 lumo_ev=0.478 homo_energy_ev=-9.16
N 4.266 1.147 -3.577 -0.631
C 3.483 0.665 -2.456 -0.669
C 2.189 1.451 -2.188 -0.708
C 1.453 0.909 -0.966 -0.604
C 0.091 1.571 -0.723 -0.786
C -1.161 0.835 -1.251 -0.028
C -1.270 0.783 -2.780 -1.122
N -0.354 -0.194 -3.309 -0.004
C -0.001 -1.323 -2.654 -0.259
O 0.826 -2.092 -3.089 -0.627
C -0.772 -1.590 -1.359 1.263
O -0.917 -2.725 -0.958 -0.637
N -1.305 -0.509 -0.734 0.458
C -2.144 -0.736 0.428 -2.303
C -1.503 -0.365 1.771 1.516
C -2.480 -0.681 2.905 -1.083
C -1.871 -0.324 4.258 -0.686
C -0.564 -1.082 4.470 -0.719
C 0.415 -0.774 3.342 -0.864
C -0.196 -1.127 1.990 -0.258
H 3.738 1.064 -4.440 0.252
H 4.505 2.125 -3.450 0.261
H 4.121 0.706 -1.568 0.338
H 3.235 -0.382 -2.648 0.338
H 1.553 1.391 -3.073 0.086
H 2.434 2.505 -2.025 0.434
H 1.338 -0.171 -1.062 0.083
H 2.086 1.081 -0.092 0.701
H 0.091 2.573 -1.157 0.572
H -0.048 1.690 0.352 0.190
H -2.025 1.408 -0.889 0.385
H -1.040 1.763 -3.204 0.475
H -2.303 0.524 -3.055 0.406
H 0.039 -0.060 -4.229 0.313
H -3.076 -0.174 0.299 0.246
H -2.374 -1.804 0.432 0.576
H -1.298 0.711 1.789 0.002
H -2.718 -1.746 2.885 0.368
H -3.411 -0.127 2.759 0.391
H -2.577 -0.566 5.055 0.373
H -1.678 0.751 4.298 0.343
H -0.768 -2.154 4.488 0.326
H -0.126 -0.807 5.431 0.359
H 1.338 -1.338 3.486 0.373
H 0.667 0.290 3.362 0.328
H -0.398 -2.199 1.944 0.343
H 0.511 -0.892 1.193 -0.114

16
Properties=species:S:1:pos:R:3:mulliken_charge:R:1 method="wB97M-V/def2-TZVPD" orbital_gap_ev=9.5 multiplicity=1 relative_energy_ev=0.732 lumo_ev=0.835 homo_energy_ev=-8.71
H 4.058 2.107 -3.136 0.225
N 3.939 1.440 -2.376 -0.691
C 2.693 1.390 -2.090 0.137
N 2.150 0.305 -1.497 -0.409
H 2.011 2.223 -2.276 0.293
H 1.169 0.277 -1.282 0.200
H 2.633 -0.574 -1.516 0.245
C -0.849 -1.309 1.790 -0.813
S -1.568 0.265 1.215 -0.082
C -3.315 -0.261 1.291 -0.839
H -1.540 -1.909 2.371 0.324
H -0.318 -1.729 0.944 0.236
H -0.082 -1.055 2.531 0.302
H -3.951 0.306 0.621 0.311
H -3.650 -0.147 2.323 0.292
H -3.381 -1.329 1.085 0.270

Largest force on an atom values, unit eV/Å, following the record order: 0.70; 1.45; 0.85; 0.64; 1.77.